Record 1
Below is a 2-piece molecular cluster, C17H23N3O3 overall, with properties calculated with ωB97M-V with the def2-TZVPD basis set.

Cartesian coordinates (Å):
C  0.8127  1.6574  1.2840
C  -0.2857  1.5094  0.1290
C  2.3186  1.2321  0.6603
C  2.6269  1.6820  -0.8089
C  3.8423  0.9105  -1.1238
C  2.8771  3.1976  -0.6349
C  -2.4687  0.3316  -0.3848
C  -3.8376  0.8194  -0.1216
C  -2.5261  -1.2844  -0.6676
C  -1.2423  -1.6938  -0.9551
C  -0.5133  -1.5054  -2.2207
C  -0.1758  -2.0628  0.0708
C  0.9880  -2.1909  -0.7539
C  -0.1608  -2.2237  1.4412
C  2.3193  -2.3953  -0.1918
C  1.0854  -2.3534  2.1095
C  2.2700  -2.3747  1.2457
H  1.2783  1.2880  3.2096
H  0.6048  -0.1520  2.3594
H  0.6751  2.6940  1.6799
H  2.2636  0.1426  0.6978
H  3.3377  1.5895  1.2527
H  1.8709  1.5014  -1.6906
H  3.5677  -0.1643  -1.2393
H  4.6504  0.7395  -0.1959
H  4.3311  1.3775  -1.9361
H  1.7456  3.3713  -0.0286
H  2.8320  3.6168  -1.8674
H  3.8877  3.4310  0.0101
H  -1.2168  0.1408  1.2808
H  -2.1382  1.0813  -1.2988
H  -2.9428  -1.6791  0.3052
H  -3.1357  -1.4191  -1.6375
H  -0.7220  -0.9715  -3.3007
H  1.7946  -0.8571  -2.5881
H  -1.0285  -2.4270  2.0068
H  3.3075  -2.5355  -0.7394
H  0.9459  -2.5828  3.2220
H  3.3953  -2.3171  1.7570
H  -2.7535  1.8409  0.8754
N  0.3413  0.9504  2.5669
N  -1.3585  0.6371  0.4874
N  0.7492  -1.8871  -1.9706
O  -0.3846  2.3049  -0.9211
O  -4.8681  0.0809  -0.2548
O  -3.7790  1.9710  0.6530

Output
charge: 0
Kohn-Sham gap: 6.8132 eV
energy above the lowest of the compared OMol25 structures with the same formula, charge and spin: 12.877 eV

=====

Record 2
Below is a 9-piece molecular cluster, C34H93N7O9 overall, with properties calculated with ωB97M-V with the def2-TZVPD basis set.

Cartesian coordinates (Å):
C  -0.4541  0.4317  -2.6214
O  0.7640  1.0227  -2.4837
C  1.5514  0.4441  -1.5161
C  2.9314  1.0558  -1.4562
C  2.9308  2.4858  -0.9795
N  3.7870  0.9128  -2.7200
H  -1.0275  0.9166  -3.4176
H  -1.1195  0.3154  -1.7255
H  -0.3650  -0.5875  -2.8709
H  1.0995  0.5333  -0.5129
H  1.7366  -0.6358  -1.7622
H  3.5827  0.5862  -0.6785
H  2.4130  2.4683  0.0352
H  2.2726  3.0942  -1.6200
H  3.9778  2.8991  -0.8904
H  3.2193  0.9387  -3.6010
H  4.1419  -0.0508  -2.6951
C  2.0443  1.0889  5.7602
O  2.0100  1.4494  4.3956
C  2.0980  2.8443  4.1008
C  2.1079  2.9851  2.6142
C  2.5216  4.3714  2.1351
N  0.8078  2.5275  2.0290
H  2.7268  1.6786  6.2936
H  2.2385  0.0443  5.7360
H  1.1123  1.3208  6.2273
H  1.2186  3.4313  4.4577
H  3.0197  3.2784  4.4325
H  2.8076  2.2814  2.1766
H  3.5557  4.4849  2.2520
H  2.0339  5.2540  2.5518
H  2.3113  4.3887  1.0663
H  0.6857  1.5180  2.3190
H  0.0324  2.9720  2.5480
C  2.1993  -2.7534  6.1682
O  1.4774  -2.6141  4.9754
C  2.4114  -2.3773  3.8964
C  1.7280  -1.8934  2.6591
C  2.6662  -1.2737  1.6352
N  0.6510  -0.9227  2.8775
H  2.9429  -3.5139  6.0930
H  1.5261  -2.9324  7.0403
H  2.7914  -1.8099  6.4096
H  3.2091  -1.7470  4.2341
H  2.8553  -3.3449  3.6639
H  1.1736  -2.7681  2.2304
H  2.0936  -0.8164  0.8360
H  3.3776  -1.9526  1.2077
H  3.2441  -0.4499  2.0119
H  0.1231  -1.3054  3.6562
H  0.9294  0.0224  3.2305
C  -4.2441  -3.2148  -4.1187
O  -3.2038  -2.2844  -4.3636
C  -2.7641  -2.3969  -5.7334
C  -2.1766  -1.1206  -6.2119
C  -3.0359  0.1231  -5.9709
N  -1.7656  -1.4774  -7.5759
H  -4.0928  -4.1491  -4.6595
H  -5.2100  -2.8833  -4.5197
H  -4.3002  -3.3748  -3.0322
H  -2.0564  -3.2129  -5.7378
H  -3.6401  -2.6853  -6.3392
H  -1.2490  -0.8922  -5.6315
H  -3.3268  0.0429  -4.9046
H  -3.8430  0.1187  -6.6651
H  -2.5048  1.0905  -6.0639
H  -0.8460  -1.1153  -7.8362
H  -2.4602  -1.2570  -8.2982
C  2.2315  -6.3973  3.4725
O  1.1322  -5.7368  2.8020
C  0.0931  -5.6954  3.7377
C  -0.9938  -4.6274  3.4009
C  -1.8884  -4.2671  4.6310
N  -1.8615  -5.1221  2.3534
H  2.9573  -6.4916  2.7285
H  1.8443  -7.3422  3.8134
H  2.6880  -5.8362  4.3245
H  -0.3694  -6.6535  3.9165
H  0.5139  -5.5161  4.7352
H  -0.3148  -3.8130  3.1369
H  -2.1984  -5.1508  5.2694
H  -2.7433  -3.6428  4.2571
H  -1.3119  -3.5050  5.1981
H  -1.2521  -5.4732  1.5935
H  -2.4254  -4.3844  1.9855
C  -0.8881  3.5217  -5.7017
O  0.1428  2.8638  -6.4540
C  0.4248  1.5259  -6.2683
C  1.9435  1.2251  -6.4826
C  2.4252  1.7874  -7.7929
N  2.1052  -0.2530  -6.4200
H  -1.9512  3.1402  -5.8803
H  -0.8343  4.5720  -6.0118
H  -0.6520  3.5364  -4.6544
H  0.2338  1.1697  -5.2411
H  -0.1236  0.8549  -6.9782
H  2.4642  1.7566  -5.6929
H  2.3157  2.8690  -7.7777
H  1.8587  1.4224  -8.6469
H  3.4282  1.4949  -8.0186
H  3.0751  -0.4805  -6.2625
H  1.7472  -0.5630  -5.5271
C  -1.0788  6.0769  3.5464
O  -1.0146  4.7684  4.0707
C  -2.2074  4.1260  4.2405
C  -2.0482  2.7373  4.9914
C  -3.3033  1.8890  5.1306
N  -1.4803  3.0260  6.2849
H  -1.4593  6.1134  2.5419
H  -0.0351  6.3238  3.5677
H  -1.6294  6.7369  4.2225
H  -2.8816  4.7100  4.9352
H  -2.6775  4.0234  3.2583
H  -1.2541  2.2018  4.4052
H  -3.7654  1.5960  4.1490
H  -4.0111  2.4180  5.8355
H  -2.9317  0.9422  5.6582
H  -2.2315  3.1560  6.9767
H  -0.8116  3.8052  6.2551
C  0.3132  -3.8169  -0.3746
C  -0.5499  -4.4276  -1.3980
C  -0.7661  -3.5945  -2.6793
O  -0.0174  -5.7011  -1.7641
H  1.3466  -3.8210  -0.8039
H  0.3302  -4.4504  0.5105
H  0.0726  -2.7818  -0.1496
H  -1.5461  -4.6970  -0.9333
H  0.0700  -3.3749  -3.3286
H  -1.0935  -2.5796  -2.3947
H  -1.5188  -4.0049  -3.3671
H  0.0267  -6.2205  -0.9608
C  -3.2553  3.0678  -0.0528
C  -1.8886  3.2689  -0.6307
C  -1.7719  4.1691  -1.8451
O  -1.1205  3.8488  0.4516
H  -3.8878  2.5045  -0.7172
H  -3.6063  4.0717  0.1786
H  -3.0826  2.4863  0.8410
H  -1.2507  2.4440  -0.9229
H  -0.6989  4.2482  -1.9494
H  -2.0956  5.1878  -1.6952
H  -2.1547  3.7426  -2.8036
H  -0.3044  3.3836  0.4308

Output
charge: 0
Kohn-Sham gap: 9.6337 eV
SMILES: COC[C@H](C)N.COC[C@H](C)N.COC[C@H](C)N.COC[C@H](C)N.COC[C@H](C)N.COC[C@H](C)N.COC[C@H](C)N.CC(C)O.CC(C)O
energy above the lowest of the compared OMol25 structures with the same formula, charge and spin: 2.009 eV

=====

Record 3
Below is a 10-piece molecular cluster, C42H92O18 overall, with properties calculated with ωB97M-V with the def2-TZVPD basis set.

Cartesian coordinates (Å):
C  13.1206  11.9882  18.2964
O  13.2708  12.9409  19.3049
C  13.3267  14.2981  18.8394
C  11.9098  14.8193  18.6917
O  11.3097  15.0849  19.9316
C  9.9497  15.4466  19.8816
C  9.2383  14.7896  21.0700
O  9.0786  13.3791  20.8386
C  10.1419  12.4887  21.1206
H  13.5873  12.2562  17.3348
H  12.0351  11.9358  18.0479
H  13.4384  11.0616  18.6517
H  13.8658  14.3695  17.9330
H  13.7625  14.8833  19.6618
H  11.2938  14.1919  18.0289
H  11.9330  15.7161  18.0958
H  9.6314  14.9758  18.9855
H  9.8219  16.5543  19.7116
H  8.2756  15.2536  21.2831
H  9.8315  14.8367  21.9765
H  9.9224  11.5701  20.6119
H  10.1811  12.3175  22.2260
H  11.0811  12.8517  20.7611
C  6.0445  20.1752  10.5206
O  7.1621  19.3058  10.3347
C  7.8214  18.9538  11.5334
C  8.5836  17.6619  11.2869
O  9.8590  17.8081  11.9127
C  10.8188  16.8042  11.4050
C  11.1947  17.0462  9.9648
O  11.3934  18.3615  9.7665
C  11.6930  18.6283  8.4609
H  5.4774  19.7246  11.3687
H  5.4611  20.4685  9.6493
H  6.3235  21.1875  10.9617
H  7.1575  19.0286  12.4016
H  8.6253  19.6733  11.6876
H  8.6944  17.6956  10.1741
H  8.0853  16.6924  11.5615
H  10.4353  15.8416  11.6065
H  11.7781  17.0720  11.8656
H  10.5002  16.6646  9.2478
H  12.1123  16.4304  9.8194
H  10.7134  18.6279  7.9170
H  12.4340  17.9043  8.1250
H  12.0914  19.7002  8.3605
C  15.1654  20.6291  19.2557
O  15.5238  20.9339  17.8822
C  16.8620  20.6063  17.6048
C  17.2011  19.1966  17.8903
O  16.1663  18.5364  17.2480
C  16.1163  17.1169  17.5595
C  16.5705  16.2273  16.4377
O  18.0373  16.2735  16.3168
C  18.4013  15.1425  15.4037
H  15.6660  21.3415  19.9941
H  15.3770  19.6231  19.5754
H  14.0619  20.7937  19.2610
H  17.5284  21.3397  18.0401
H  16.9262  20.6039  16.5139
H  17.1910  18.9937  18.9538
H  18.1614  18.9202  17.4495
H  15.0487  16.9209  17.8871
H  16.7759  16.9479  18.4371
H  16.0323  16.3096  15.5156
H  16.3556  15.2219  16.8756
H  18.1638  15.4238  14.3634
H  17.9191  14.2669  15.8172
H  19.5128  14.9633  15.5964
C  15.0448  16.9386  10.7559
O  14.2544  15.7741  11.0492
C  14.5146  14.6222  10.2103
C  13.5499  13.5203  10.5916
O  12.2747  13.7798  10.0560
C  11.0910  13.2586  10.5607
C  10.8206  11.8215  10.0202
O  11.9373  11.0148  10.5372
C  12.0040  9.7685  9.8287
H  16.0368  16.7626  11.1144
H  14.5698  17.7630  11.2302
H  15.0828  17.1842  9.6702
H  15.5338  14.2880  10.4302
H  14.3893  14.9297  9.1465
H  13.5837  13.4767  11.6958
H  13.9588  12.6023  10.1878
H  10.3707  13.9505  10.0592
H  11.2071  13.2338  11.6345
H  10.8470  11.7141  8.9307
H  9.9488  11.5093  10.5190
H  10.9509  9.4967  9.6217
H  12.4899  9.0209  10.4049
H  12.4492  9.8786  8.8446
C  16.0781  11.3271  13.7624
C  16.1058  10.5477  15.0296
C  16.8118  11.2554  16.2229
O  15.4741  9.5274  15.2442
H  15.4517  10.8978  12.9611
H  17.0566  11.5318  13.2804
H  15.6879  12.3246  14.0364
H  16.0165  11.8295  16.6162
H  17.6141  11.8486  15.9793
H  17.1619  10.5210  16.9141
C  15.1429  21.0353  14.4880
C  14.9354  19.6198  14.2652
C  16.0735  18.6555  13.9975
O  13.7700  19.2127  14.2307
H  14.9718  21.4322  15.5114
H  14.4439  21.6775  14.0090
H  16.0902  21.4284  14.1808
H  15.7105  17.8070  13.4142
H  16.3780  18.4664  15.0472
H  16.8876  19.1563  13.5120
C  8.0635  14.9046  15.8784
C  7.8622  14.5602  14.4479
C  6.4806  14.1333  14.0572
O  8.7898  14.5047  13.6660
H  7.3535  14.3207  16.5502
H  7.7719  15.9213  15.9617
H  9.0838  14.6834  16.1413
H  6.2883  13.3319  14.7643
H  6.3405  13.8169  12.9772
H  5.7397  14.7842  14.4461
C  8.9511  10.9800  14.1370
C  8.6229  11.0003  15.6131
C  7.7546  9.8458  16.1657
O  8.9938  11.9234  16.2825
H  10.0050  11.3315  13.9927
H  8.4205  11.7510  13.7071
H  8.7924  10.0439  13.6545
H  6.8857  9.6373  15.5554
H  7.3735  10.1372  17.1916
H  8.4203  8.9992  16.2408
C  12.4164  18.4701  17.6820
C  11.0406  18.4889  17.0219
C  10.9740  19.4524  15.9104
O  10.1082  17.8453  17.3847
H  12.6343  17.6028  18.2896
H  12.5775  19.4103  18.2946
H  13.1630  18.4875  16.8206
H  9.9776  19.6709  15.5856
H  11.5572  19.0970  15.1088
H  11.4645  20.3722  16.3404
C  12.5971  15.9897  14.8308
C  12.8236  14.4884  14.9738
C  11.6409  13.5637  14.9155
O  13.9431  13.9874  15.0478
H  13.4661  16.5713  15.0836
H  11.6848  16.3868  15.2973
H  12.3355  16.1188  13.7629
H  10.9096  13.5844  14.0936
H  11.0522  13.8330  15.7660
H  12.0066  12.5634  15.0241

Output
charge: 0
Kohn-Sham gap: 9.3967 eV
SMILES: COCCOCCOC.COCCOCCOC.COCCOCCOC.COCCOCCOC.CC(C)=O.CC(C)=O.CC(C)=O.CC(C)=O.CC(C)=O.CC(C)=O
energy above the lowest of the compared OMol25 structures with the same formula, charge and spin: 0.531 eV

=====

Record 4
Below is C23H35Cl2N4O7PTa as an isolated structure, with properties calculated with ωB97M-V with the def2-TZVPD basis set.

Cartesian coordinates (Å):
Ta  0.1479  -0.3549  -0.2748
C  3.4270  -3.2632  2.7479
O  2.0983  -3.0077  2.1784
C  1.9125  -2.1294  1.2796
O  0.7314  -1.9693  0.8114
N  2.8817  -1.3430  0.7984
N  2.4694  -0.4060  -0.1703
H  3.2674  -4.0574  3.4670
H  3.7812  -2.3641  3.2499
H  4.0977  -3.5988  1.9588
H  3.8485  -1.3707  1.0957
H  2.8812  -0.6165  -1.0816
H  2.7479  0.5496  0.1566
Cl  -0.0802  3.6546  -6.5794
C  0.1318  2.6189  -5.2420
C  1.0627  1.5771  -5.3139
C  1.2639  0.7243  -4.2401
Cl  2.4174  -0.5486  -4.3138
C  0.5301  0.8981  -3.0758
O  0.7354  0.0916  -2.0165
C  -0.4115  1.9365  -2.9995
C  -1.1696  2.0987  -1.8097
O  -1.0876  1.3580  -0.7971
C  -0.6048  2.8010  -4.0877
H  1.6394  1.4378  -6.2201
H  -1.8920  2.9170  -1.7518
H  -1.3266  3.6059  -4.0237
C  0.1962  4.5059  1.6057
C  1.1858  4.1193  2.6975
C  1.1340  2.6154  3.0764
C  2.1800  2.3013  4.1753
C  2.2091  0.8331  4.5811
C  -0.2474  2.3335  3.6563
O  -0.6764  2.8522  4.6325
N  -1.0779  1.3590  2.9866
C  -0.6742  0.7198  1.9114
O  -1.3325  -0.1664  1.2666
N  0.5344  0.9296  1.3360
C  1.4866  1.8147  1.8459
O  2.5678  1.8824  1.2981
H  0.2911  5.5647  1.3726
H  -0.8384  4.3362  1.9140
H  0.3854  3.9556  0.6770
H  0.9882  4.6791  3.6115
H  2.2086  4.3395  2.3916
H  1.9356  2.9273  5.0332
H  3.1513  2.6233  3.8004
H  1.2567  0.5055  5.0043
H  2.9698  0.6670  5.3417
H  2.4547  0.1856  3.7292
H  -1.9914  1.1743  3.3923
C  -1.9248  -3.8845  0.7945
C  -2.7291  -2.8666  -0.0081
P  -1.8108  -1.8588  -1.2129
C  -3.0459  -0.7970  -2.0464
C  -4.3907  -1.4669  -2.3497
C  -0.9867  -2.9748  -2.4088
C  -1.8982  -3.6399  -3.4429
H  -2.6032  -4.4278  1.4503
H  -1.1695  -3.4126  1.4178
H  -1.4451  -4.6223  0.1515
H  -3.2561  -2.1640  0.6425
H  -3.4979  -3.3713  -0.6001
H  -2.5754  -0.4157  -2.9587
H  -3.2045  0.0543  -1.3806
H  -4.2891  -2.3670  -2.9499
H  -5.0112  -0.7659  -2.9062
H  -4.9262  -1.7164  -1.4357
H  -0.4935  -3.7359  -1.7961
H  -0.1917  -2.4128  -2.9085
H  -2.6448  -4.2791  -2.9722
H  -1.2946  -4.2661  -4.0977
H  -2.4085  -2.9065  -4.0651

Output
charge: +3
Kohn-Sham gap: 6.8178 eV
energy above the lowest of the compared OMol25 structures with the same formula, charge and spin: 0.031 eV

=====

Record 5
Below is a 2-piece molecular cluster, C4H13N2O overall, with properties calculated with ωB97M-V with the def2-TZVPD basis set.

Cartesian coordinates (Å):
C  -1.2185  1.1663  -1.0716
C  1.4238  0.0445  -1.1083
C  1.4813  -0.4049  1.2781
C  -0.5444  0.5618  0.1954
N  -1.2285  0.4620  1.3285
N  0.7397  0.1984  0.1956
O  -1.1483  -1.5597  -0.0442
H  -2.2684  1.3848  -0.8427
H  -1.1477  0.4672  -1.8354
H  -0.7335  2.1583  -1.2641
H  1.2594  -0.8562  -1.6014
H  1.0567  0.8260  -1.8006
H  2.5439  0.1627  -0.9802
H  1.3523  0.0490  2.2544
H  1.0001  -1.4476  1.1755
H  2.5939  -0.3990  1.0637
H  -0.8267  0.2602  2.2236
H  -2.1313  0.9419  1.3396
H  -0.5786  -1.7299  -0.7770
H  -1.6252  -2.2860  0.2712

Output
charge: +1
Kohn-Sham gap: 11.3191 eV
energy above the lowest of the compared OMol25 structures with the same formula, charge and spin: 1.994 eV

=====

Record 6
Below is a 2-piece molecular cluster, CHN2O3 overall, with properties calculated with ωB97M-V with the def2-TZVPD basis set.

Cartesian coordinates (Å):
C  -1.8238  0.1874  -0.6015
N  1.4014  -0.1822  0.4835
N  -1.0612  1.0904  -0.5823
O  0.8895  0.8696  0.1996
O  -2.7042  -0.6237  -0.7168
O  1.3681  -0.7745  1.5634
H  1.9303  -0.5670  -0.3459

Output
charge: -1
Kohn-Sham gap (spin up / spin down): 7.4895 / 7.4918 eV
energy above the lowest of the compared OMol25 structures with the same formula, charge and spin: 1.893 eV

=====

Calculated energy in order - -28604.675, -65618.377, -81890.288, -80577.101, -9379.589, -10173.277 eV